(1)
31
Properties=species:S:1:pos:R:3 method="wB97M-V/def2-TZVPD" relative_energy_kj_mol=122.4 charge=+1 spin_multiplicity=3
C 1.349 -1.746 -3.472
C 0.700 -1.370 -2.525
C -0.080 0.264 -0.859
C -0.357 0.570 0.379
C 1.773 1.667 -2.035
C -2.365 -0.656 1.747
C 0.265 -2.240 2.119
C 0.349 0.634 3.343
C 0.269 1.501 -1.934
C -0.044 -1.023 -1.378
N -0.434 2.653 -1.586
O -0.792 -2.062 -0.820
Si -0.519 -0.434 2.034
H 1.620 -1.831 -4.480
H 2.037 2.642 -2.445
H 2.123 0.893 -2.792
H 2.325 1.569 -1.167
H -3.054 -0.415 2.613
H -2.724 0.170 0.942
H -2.606 -1.638 1.340
H 1.311 -2.188 2.604
H -0.351 -2.906 2.777
H 0.477 -2.678 1.157
H -0.354 1.153 3.923
H 1.064 0.155 4.055
H 0.909 1.467 2.872
H -0.118 1.091 -2.922
H -1.327 2.913 -2.009
H -0.055 3.108 -0.723
H -0.773 1.582 0.526
H -0.618 -2.845 -1.284



(2)
19
Properties=species:S:1:pos:R:3 method="wB97M-V/def2-TZVPD" relative_energy_kj_mol=1237.5 charge=0 spin_multiplicity=1
C -1.983 -1.419 0.641
C -1.602 -0.464 -0.551
C -0.922 0.786 -0.100
C 1.344 -0.190 0.017
C 2.835 0.213 0.171
H -0.985 -2.937 0.198
H -1.498 -0.662 1.751
H -3.611 -1.535 0.439
H -2.542 -0.493 -1.039
H -0.950 -1.055 -1.082
H -2.304 2.378 -0.396
H 0.580 1.748 0.336
H 2.988 0.747 -1.058
H 3.016 1.443 1.087
H 3.226 -0.928 0.517
H 1.960 -2.102 0.000
N -1.355 1.909 0.059
N 0.519 0.849 0.078
N 1.134 -1.353 -0.397



(3)
65
Properties=species:S:1:pos:R:3 method="wB97M-V/def2-TZVPD" charge=+2 spin_multiplicity=1 total_energy_ha=-6087.51099
Al -1.611 0.272 -1.304
O -4.105 3.704 -1.362
C -3.547 4.327 -0.305
C -4.149 5.498 0.191
C -3.595 6.175 1.276
C -2.435 5.695 1.880
C -1.824 4.536 1.398
C -2.363 3.831 0.307
C -1.671 2.563 -0.205
O -2.654 1.844 -1.311
N -1.494 1.591 0.901
N -1.597 0.280 0.479
C -1.784 -0.736 1.221
C -2.115 -2.020 0.528
Br -2.917 -1.668 -1.322
C -2.200 -3.247 1.082
C -1.877 -3.722 2.466
C -2.360 -4.993 2.839
C -2.091 -5.522 4.104
C -1.328 -4.797 5.018
C -0.825 -3.545 4.663
C -1.091 -3.010 3.398
H -4.901 4.029 -1.801
H -5.048 5.886 -0.271
H -4.065 7.076 1.649
H -2.005 6.223 2.721
H -0.918 4.187 1.879
H -0.602 2.923 -0.465
H -1.688 1.825 1.885
H -1.806 -0.618 2.288
H -2.551 -4.026 0.408
H -2.952 -5.580 2.148
H -2.473 -6.498 4.375
H -1.117 -5.208 5.996
H -0.217 -2.991 5.367
H -0.640 -2.064 3.173
C 3.248 -4.007 -1.886
C 3.363 -3.143 -0.629
C 2.892 -1.696 -0.843
C 1.396 -1.592 -1.163
Ge 0.828 0.272 -1.304
C 1.327 1.180 -2.970
C 2.837 1.258 -3.218
C 3.580 2.049 -2.132
C 5.070 2.139 -2.444
H 3.647 -5.021 -1.672
H 3.837 -3.560 -2.714
H 2.191 -4.117 -2.203
H 4.433 -3.117 -0.329
H 2.784 -3.610 0.197
H 3.496 -1.236 -1.649
H 3.086 -1.134 0.097
H 0.820 -2.056 -0.336
H 1.142 -2.103 -2.113
H 1.294 1.056 -0.052
H 0.899 2.205 -2.949
H 0.857 0.626 -3.810
H 2.993 1.764 -4.197
H 3.252 0.234 -3.302
H 3.461 1.554 -1.146
H 3.163 3.078 -2.069
H 5.516 1.122 -2.490
H 5.584 2.716 -1.646
H 5.232 2.653 -3.415
H -1.611 0.272 -2.901